The following is a quantum chemistry calculation of a single C3H4O2S2 molecule, from the Open Molecules 2025 dataset.

The geometry in XYZ format:
```
11
C3H4O2S2 (ωB97M-V/def2-TZVPD)
C 0.218 -1.380 1.620
C -0.218 0.347 -0.161
C 0.155 1.027 -1.473
H 0.968 -1.974 2.283
H -0.019 -0.579 2.358
H -0.613 -2.006 1.410
H -0.335 2.109 -2.859
O -0.863 1.698 -2.066
O 1.328 1.064 -1.780
S 1.056 -0.709 0.237
S -1.678 0.403 0.432
```

Results
SMILES = CSC(=S)C(=O)O
LUMO = -0.8622 eV
Orbital gap = 8.05 eV
Energy above the lowest of the compared OMol25 structures with the same formula, charge and spin = 51.6 kJ/mol